[1]
{"formula": "C58H161BN13O28", "method": "ωB97M-V/def2-TZVPD", "elements": ["O", "C", "O", "B", "O", "C", "O", "O", "C", "O", "C", "O", "O", "C", "C", "C", "O", "C", "N", "H", "H", "H", "H", "H", "H", "H", "H", "H", "H", "H", "C", "C", "C", "O", "C", "N", "H", "H", "H", "H", "H", "H", "H", "H", "H", "H", "H", "C", "C", "C", "O", "C", "N", "H", "H", "H", "H", "H", "H", "H", "H", "H", "H", "H", "C", "C", "C", "O", "C", "N", "H", "H", "H", "H", "H", "H", "H", "H", "H", "H", "H", "C", "C", "C", "O", "C", "N", "H", "H", "H", "H", "H", "H", "H", "H", "H", "H", "H", "C", "C", "C", "O", "C", "N", "H", "H", "H", "H", "H", "H", "H", "H", "H", "H", "H", "C", "C", "C", "O", "C", "N", "H", "H", "H", "H", "H", "H", "H", "H", "H", "H", "H", "C", "C", "C", "O", "C", "N", "H", "H", "H", "H", "H", "H", "H", "H", "H", "H", "H", "C", "C", "C", "O", "C", "N", "H", "H", "H", "H", "H", "H", "H", "H", "H", "H", "H", "C", "C", "C", "O", "C", "N", "H", "H", "H", "H", "H", "H", "H", "H", "H", "H", "H", "C", "C", "C", "O", "C", "N", "H", "H", "H", "H", "H", "H", "H", "H", "H", "H", "H", "C", "C", "C", "O", "C", "N", "H", "H", "H", "H", "H", "H", "H", "H", "H", "H", "H", "C", "C", "C", "O", "C", "N", "H", "H", "H", "H", "H", "H", "H", "H", "H", "H", "H", "O", "H", "H", "O", "H", "H", "O", "H", "H", "O", "H", "H", "O", "H", "H", "C", "O", "H", "H", "H", "H", "C", "O", "H", "H", "H", "H"], "coordinates": [[3.818, -0.390, -0.755], [2.632, -0.007, -0.686], [1.577, -0.837, -0.888], [0.379, -0.061, -0.546], [0.804, 1.075, 0.291], [2.145, 1.187, 0.193], [2.849, 2.029, 0.693], [-0.602, -0.956, 0.136], [-1.703, -0.992, -0.600], [-2.757, -1.511, -0.315], [-1.459, -0.040, -1.826], [-0.276, 0.385, -1.786], [-2.377, 0.280, -2.621], [1.364, 2.470, 4.419], [0.302, 1.376, 4.643], [-0.614, 1.516, 5.939], [0.295, 1.858, 7.001], [-0.357, 2.146, 8.264], [-0.415, 1.163, 3.381], [2.116, 2.655, 5.186], [0.928, 3.465, 4.324], [1.879, 2.406, 3.460], [0.966, 0.521, 4.765], [-1.122, 0.577, 6.159], [-1.368, 2.279, 5.747], [-0.597, 3.210, 8.278], [0.292, 1.889, 9.100], [-1.332, 1.663, 8.329], [-1.302, 0.764, 3.652], [0.013, 0.494, 2.757], [-3.207, 4.765, 1.576], [-2.632, 3.482, 2.026], [-3.122, 2.239, 1.337], [-4.564, 2.159, 1.264], [-4.993, 0.905, 0.673], [-1.197, 3.579, 2.035], [-2.663, 5.582, 2.050], [-4.178, 4.860, 2.063], [-3.380, 4.796, 0.501], [-3.000, 3.403, 3.049], [-2.760, 1.412, 1.947], [-2.623, 2.180, 0.369], [-4.894, 0.989, -0.409], [-6.057, 0.859, 0.908], [-4.489, 0.070, 1.160], [-0.819, 3.674, 1.103], [-0.904, 2.680, 2.389], [-7.050, -1.908, 4.501], [-7.777, -1.581, 3.223], [-7.080, -1.963, 1.875], [-7.782, -1.500, 0.736], [-7.045, -1.543, -0.455], [-9.178, -1.891, 3.408], [-7.567, -1.400, 5.314], [-5.998, -1.625, 4.541], [-7.188, -2.967, 4.715], [-7.789, -0.495, 3.135], [-7.031, -3.051, 1.870], [-6.055, -1.596, 1.942], [-7.522, -0.931, -1.221], [-7.031, -2.592, -0.752], [-6.034, -1.171, -0.291], [-9.602, -2.016, 2.499], [-9.754, -1.147, 3.776], [6.751, -3.056, -4.279], [5.997, -2.915, -2.985], [6.925, -2.436, -1.857], [7.968, -3.427, -1.639], [8.896, -3.125, -0.615], [5.036, -1.853, -3.183], [7.389, -3.938, -4.232], [7.466, -2.242, -4.397], [6.132, -3.109, -5.175], [5.434, -3.807, -2.710], [6.395, -2.330, -0.911], [7.319, -1.467, -2.163], [9.368, -2.152, -0.752], [9.761, -3.780, -0.516], [8.318, -3.040, 0.305], [4.504, -1.759, -2.329], [4.263, -2.078, -3.793], [2.836, 5.794, -0.151], [4.308, 5.472, -0.546], [5.192, 6.742, -0.360], [4.898, 7.405, 0.881], [5.785, 8.470, 1.166], [4.747, 4.453, 0.333], [2.793, 6.212, 0.855], [2.140, 4.958, -0.213], [2.474, 6.616, -0.769], [4.276, 5.206, -1.603], [4.990, 7.450, -1.163], [6.263, 6.548, -0.408], [6.829, 8.157, 1.195], [5.463, 8.801, 2.153], [5.653, 9.234, 0.400], [3.989, 3.790, 0.417], [5.005, 4.846, 1.227], [-3.844, -5.415, 5.715], [-3.175, -5.954, 4.461], [-1.963, -5.099, 3.950], [-2.325, -3.847, 3.459], [-3.062, -3.745, 2.212], [-2.810, -7.351, 4.651], [-3.390, -5.497, 6.703], [-4.756, -5.989, 5.880], [-4.103, -4.367, 5.566], [-3.989, -5.992, 3.738], [-1.542, -5.639, 3.102], [-1.239, -4.959, 4.753], [-2.394, -4.013, 1.394], [-3.133, -2.661, 2.123], [-4.059, -4.184, 2.168], [-2.650, -7.787, 3.754], [-1.946, -7.394, 5.173], [-1.057, -7.620, -2.150], [-1.456, -6.491, -1.071], [-1.159, -5.027, -1.422], [0.297, -4.997, -1.629], [0.632, -3.787, -2.304], [-2.903, -6.633, -0.731], [-0.194, -7.384, -2.772], [-1.870, -7.809, -2.851], [-0.756, -8.560, -1.690], [-0.910, -6.763, -0.168], [-1.396, -4.400, -0.562], [-1.725, -4.743, -2.309], [1.710, -3.872, -2.437], [0.446, -2.950, -1.631], [0.272, -3.639, -3.322], [-3.341, -5.750, -0.513], [-3.359, -6.812, -1.614], [-3.152, -2.338, -4.221], [-4.655, -2.009, -3.957], [-5.131, -1.125, -5.083], [-5.056, -1.693, -6.440], [-5.705, -0.885, -7.468], [-5.378, -3.214, -3.983], [-2.642, -1.562, -4.793], [-2.980, -3.166, -4.909], [-2.655, -2.598, -3.287], [-4.766, -1.501, -2.999], [-4.602, -0.176, -5.000], [-6.196, -0.909, -5.002], [-5.686, -1.465, -8.390], [-5.226, 0.033, -7.808], [-6.736, -0.655, -7.199], [-5.355, -3.637, -4.900], [-6.363, -3.085, -3.799], [3.070, 1.882, -7.149], [4.204, 2.106, -6.201], [3.768, 2.402, -4.772], [2.833, 3.483, -4.728], [2.207, 3.678, -3.453], [5.174, 1.075, -6.292], [2.637, 0.973, -6.732], [3.404, 1.646, -8.160], [2.386, 2.728, -7.201], [4.654, 3.062, -6.466], [4.646, 2.702, -4.200], [3.250, 1.510, -4.419], [2.935, 3.694, -2.641], [1.479, 2.891, -3.255], [1.717, 4.633, -3.639], [4.749, 0.217, -5.974], [5.283, 0.893, -7.280], [-6.289, 1.828, 5.880], [-5.052, 1.039, 5.733], [-4.288, 1.321, 4.472], [-3.077, 0.493, 4.309], [-3.305, -0.877, 4.239], [-4.209, 1.264, 6.888], [-6.159, 2.901, 5.742], [-6.753, 1.685, 6.857], [-6.931, 1.561, 5.040], [-5.341, -0.009, 5.814], [-3.980, 2.366, 4.436], [-4.896, 1.152, 3.584], [-4.080, -1.066, 3.496], [-3.657, -1.381, 5.140], [-2.384, -1.427, 4.047], [-3.932, 2.235, 6.915], [-3.294, 0.896, 6.672], [6.748, 2.107, 3.618], [5.773, 1.628, 2.650], [5.863, 0.139, 2.270], [7.070, -0.567, 1.909], [7.527, 0.009, 0.658], [4.526, 2.087, 3.169], [6.864, 3.189, 3.559], [7.647, 1.621, 3.239], [6.446, 1.902, 4.645], [5.925, 2.282, 1.791], [5.109, -0.029, 1.501], [5.520, -0.401, 3.153], [6.814, -0.058, -0.163], [8.412, -0.566, 0.383], [7.883, 1.021, 0.847], [4.481, 3.095, 3.200], [3.827, 1.890, 2.467], [-2.370, 1.950, -6.098], [-1.514, 3.240, -5.890], [-1.628, 3.739, -4.413], [-0.767, 4.853, -4.370], [-0.821, 5.583, -3.112], [-0.153, 2.776, -6.114], [-1.924, 1.146, -5.511], [-2.417, 1.653, -7.146], [-3.402, 2.094, -5.780], [-1.867, 4.048, -6.531], [-1.198, 3.019, -3.717], [-2.635, 4.073, -4.161], [-1.849, 5.865, -2.883], [-0.167, 6.455, -3.085], [-0.475, 4.960, -2.287], [0.536, 3.393, -5.708], [-0.014, 1.927, -5.585], [4.017, -3.606, -0.019], [3.014, -3.952, 1.027], [1.881, -3.007, 1.379], [1.391, -3.306, 2.718], [1.024, -2.153, 3.462], [2.546, -5.281, 0.783], [4.928, -4.204, -0.036], [4.361, -2.580, 0.113], [3.575, -3.597, -1.015], [3.525, -4.092, 1.980], [1.043, -3.065, 0.685], [2.234, -1.977, 1.332], [0.327, -1.487, 2.954], [1.925, -1.557, 3.603], [0.636, -2.508, 4.417], [1.931, -5.370, 1.580], [2.034, -5.369, -0.083], [6.626, 2.990, -1.480], [6.021, 3.460, -0.907], [6.061, 2.474, -2.056], [6.323, 0.734, -3.539], [6.079, 0.944, -4.441], [5.939, -0.129, -3.382], [4.733, 5.637, 3.112], [4.743, 6.411, 2.549], [5.251, 5.891, 3.876], [-4.368, -3.982, -0.843], [-3.853, -3.218, -0.586], [-4.903, -3.676, -1.575], [4.399, 0.124, 5.495], [3.521, 0.046, 5.867], [4.317, 0.803, 4.826], [1.422, -1.025, -4.666], [2.639, -1.716, -4.741], [1.005, -1.189, -3.672], [1.468, 0.031, -4.932], [0.664, -1.483, -5.301], [2.713, -1.939, -5.672], [-5.703, 2.549, -2.781], [-5.930, 3.127, -4.049], [-6.673, 2.558, -2.285], [-5.212, 1.579, -2.855], [-4.970, 3.141, -2.233], [-6.494, 3.897, -3.943]], "lowdin_charge": [0.097, -0.266, 0.182, -0.921, 0.221, -0.311, 0.122, 0.217, -0.347, 0.109, -0.382, 0.253, 0.077, -0.061, -0.350, -0.157, -0.197, -0.080, 0.058, 0.071, 0.070, 0.053, 0.109, 0.109, 0.117, 0.080, 0.085, 0.070, 0.040, 0.060, -0.069, -0.495, -0.184, -0.187, -0.086, 0.067, 0.083, 0.073, 0.081, 0.114, 0.104, 0.129, 0.079, 0.086, 0.070, 0.070, 0.008, -0.060, -0.439, -0.175, -0.182, -0.109, 0.035, 0.079, 0.045, 0.082, 0.119, 0.129, 0.102, 0.094, 0.086, 0.059, 0.064, 0.072, -0.057, -0.421, -0.162, -0.186, -0.116, 0.042, 0.075, 0.085, 0.073, 0.132, 0.103, 0.120, 0.070, 0.084, 0.085, 0.044, 0.045, -0.048, -0.400, -0.151, -0.248, -0.094, 0.054, 0.072, 0.070, 0.072, 0.120, 0.121, 0.127, 0.091, 0.093, 0.089, 0.050, 0.055, -0.071, -0.432, -0.192, -0.215, -0.054, 0.030, 0.072, 0.071, 0.065, 0.129, 0.116, 0.129, 0.072, 0.059, 0.090, 0.068, 0.067, -0.036, -0.373, -0.160, -0.204, -0.101, 0.031, 0.060, 0.058, 0.064, 0.118, 0.104, 0.119, 0.083, 0.070, 0.087, 0.009, 0.050, -0.042, -0.433, -0.187, -0.195, -0.091, 0.037, 0.067, 0.077, 0.055, 0.133, 0.109, 0.113, 0.078, 0.075, 0.079, 0.081, 0.078, -0.052, -0.479, -0.176, -0.198, -0.071, 0.053, 0.069, 0.079, 0.072, 0.143, 0.123, 0.120, 0.075, 0.083, 0.084, 0.075, 0.083, -0.063, -0.483, -0.127, -0.235, -0.115, 0.060, 0.084, 0.089, 0.078, 0.113, 0.122, 0.118, 0.071, 0.090, 0.085, 0.072, 0.037, -0.066, -0.482, -0.163, -0.169, -0.082, 0.050, 0.078, 0.085, 0.085, 0.123, 0.104, 0.118, 0.080, 0.062, 0.086, 0.071, 0.037, -0.058, -0.376, -0.196, -0.227, -0.084, 0.051, 0.060, 0.071, 0.063, 0.135, 0.118, 0.119, 0.080, 0.083, 0.073, 0.045, 0.052, -0.053, -0.448, -0.147, -0.184, -0.099, 0.055, 0.092, 0.056, 0.066, 0.143, 0.115, 0.113, 0.061, 0.083, 0.094, 0.066, 0.054, -0.072, -0.038, -0.018, -0.070, -0.023, -0.028, -0.045, -0.001, 0.047, -0.052, -0.008, 0.007, -0.068, 0.016, -0.031, -0.141, -0.120, 0.067, 0.059, 0.088, 0.088, -0.163, -0.133, 0.083, 0.063, 0.072, 0.071], "lumo_ev": 1.54, "charge": -1, "orbital_gap_ev": 8.458, "energy_ev": -140133.429, "fmax_ev_per_a": 6.014, "homo_ev": -6.91}

[2]
{"formula": "C24H21Cl3F3N6O2Ru", "method": "ωB97M-V/def2-TZVPD", "elements": ["Ru", "C", "C", "O", "N", "C", "C", "C", "C", "C", "C", "N", "H", "H", "H", "H", "H", "H", "H", "H", "H", "H", "C", "N", "C", "C", "C", "N", "C", "O", "N", "H", "H", "H", "H", "H", "H", "H", "Cl", "C", "Cl", "Cl", "C", "N", "F", "C", "F", "F", "C", "C", "C", "C", "C", "C", "C", "C", "H", "H", "H", "H"], "coordinates": [[0.104, 0.177, 0.391], [-3.351, 2.773, -1.150], [-1.966, 2.520, -0.646], [-1.438, 1.403, -0.754], [-1.346, 3.545, -0.042], [-0.090, 3.351, 0.644], [-0.332, 2.717, 1.989], [-0.255, 3.441, 3.162], [-0.544, 2.815, 4.367], [-0.944, 1.491, 4.362], [-1.015, 0.824, 3.154], [-0.695, 1.417, 1.991], [-3.660, 1.977, -1.819], [-3.428, 3.735, -1.656], [-4.028, 2.784, -0.293], [-1.824, 4.428, 0.044], [0.420, 4.305, 0.745], [0.519, 2.693, 0.028], [0.039, 4.482, 3.132], [-0.472, 3.367, 5.296], [-1.208, 0.978, 5.276], [-1.326, -0.207, 3.097], [2.358, -2.065, 4.262], [2.699, -0.915, 3.406], [3.847, -0.206, 3.569], [4.167, 0.832, 2.766], [3.264, 1.148, 1.715], [2.114, 0.479, 1.606], [1.819, -0.544, 2.423], [0.738, -1.131, 2.246], [3.524, 2.114, 0.832], [3.264, -2.451, 4.718], [1.883, -2.830, 3.657], [1.661, -1.763, 5.042], [4.496, -0.527, 4.372], [5.083, 1.387, 2.906], [4.408, 2.595, 0.837], [2.921, 2.236, 0.035], [2.313, -3.597, -1.212], [3.286, -2.166, -1.537], [4.582, -2.013, -0.338], [3.920, -2.165, -3.159], [2.386, -1.015, -1.347], [1.662, -0.149, -1.164], [-2.111, -3.619, -7.161], [-3.220, -3.306, -6.473], [-3.837, -2.318, -7.127], [-4.017, -4.380, -6.491], [-2.857, -2.912, -5.063], [-3.075, -1.622, -4.610], [-2.613, -1.252, -3.359], [-1.931, -2.177, -2.565], [-1.758, -3.491, -3.014], [-2.227, -3.855, -4.260], [-1.357, -1.734, -1.339], [-0.893, -1.380, -0.253], [-3.587, -0.908, -5.239], [-2.732, -0.240, -2.993], [-1.248, -4.209, -2.385], [-2.095, -4.866, -4.622]], "lowdin_charge": [1.256, 0.043, -0.472, -0.055, 0.104, -0.117, -0.248, 0.011, -0.007, -0.013, -0.090, 0.003, 0.089, 0.102, 0.109, 0.166, 0.140, 0.085, 0.130, 0.130, 0.126, 0.123, 0.037, -0.014, 0.002, 0.026, -0.354, 0.101, -0.517, -0.030, 0.208, 0.104, 0.104, 0.108, 0.152, 0.129, 0.132, 0.102, 0.681, -1.631, 0.648, 0.709, -0.318, 0.133, 0.158, -0.597, 0.154, 0.165, -0.094, 0.018, 0.001, -0.240, 0.000, 0.014, -0.071, -0.128, 0.128, 0.107, 0.121, 0.136], "lumo_ev": [-6.66, -7.32], "charge": 2, "orbital_gap_ev": [6.704, 6.120], "energy_ev": -86550.399, "relative_energy_kj_mol": 229.9, "fmax_ev_per_a": 2.114, "homo_ev": [-13.36, -13.44], "multiplicity": 2}

[3]
{"formula": "C4H16O3S", "method": "ωB97M-V/def2-TZVPD", "elements": ["C", "C", "C", "C", "S", "H", "H", "H", "H", "H", "H", "H", "H", "H", "H", "H", "H", "O", "H", "H", "O", "H", "H", "O"], "coordinates": [[0.640, 0.592, -2.124], [0.884, 0.631, -0.647], [-0.119, 1.713, -0.112], [-0.941, 1.292, 1.056], [-0.398, 2.214, 2.608], [-0.340, 0.067, -2.350], [0.718, 1.564, -2.487], [1.255, -0.218, -2.771], [1.855, 1.232, -0.592], [0.742, -0.250, -0.165], [-0.880, 1.953, -0.898], [0.536, 2.661, 0.103], [-0.949, 0.254, 1.347], [-1.934, 1.669, 0.919], [0.846, 2.306, 2.860], [2.190, 0.126, 1.650], [2.805, -1.164, 1.089], [2.891, -0.225, 1.003], [-3.036, -3.025, -0.330], [-2.586, -1.597, -0.742], [-2.360, -2.575, -0.842], [-0.700, -2.849, 1.154], [-0.897, -3.226, -0.140], [-0.222, -3.148, 0.411]], "lowdin_charge": [-0.144, -0.282, -0.301, -0.501, 0.681, 0.080, 0.044, 0.121, 0.122, 0.047, 0.106, 0.130, 0.050, 0.054, -0.228, 0.076, 0.025, -0.081, 0.057, 0.099, -0.060, 0.011, -0.108, 0.003], "lumo_ev": 0.07, "charge": 0, "orbital_gap_ev": 9.179, "energy_ev": -21382.552, "relative_energy_kj_mol": 283.8, "fmax_ev_per_a": 6.304, "homo_ev": -9.11, "smiles": "CCCCS.O.O.O"}